1.
Computed, not measured: one molecule with the formula C5H10O at a distorted geometry, with wB97M-V/def2-TZVPD.

Each line ends with the natural charge from an NBO analysis.
Geometry (Å):
C1 2.093 0.118 0.386  -0.68
C2 0.608 0.198 0.186  0.25
C3 -0.020 -0.469 -1.095  -0.55
C4 -1.462 -0.516 -0.973  -0.36
C5 -1.245 0.607 1.043  -0.26
O1 -0.099 -0.170 1.318  -0.54
H1 2.399 0.831 1.158  0.23
H2 2.624 0.357 -0.542  0.22
H3 2.401 -0.883 0.721  0.22
H4 -0.645 1.169 0.094  0.24
H5 0.367 0.040 -1.983  0.22
H6 0.388 -1.490 -1.064  0.25
H7 -1.912 -1.360 -0.459  0.19
H8 -2.095 -0.029 -1.712  0.19
H9 -2.189 0.094 1.241  0.20
H10 -1.214 1.503 1.679  0.20

Forces on atoms 1 to 3 (eV/Å):
C 0.0 0.1 0.0
C 0.7 -0.7 -0.3
C 0.7 0.2 0.4

Values from the calculation:
HOMO level (spin up / spin down)   -0.2652 / -0.2733 hartree
Multiplicity   1
Electronic energy   -7388.82677 eV
LUMO level (spin up / spin down)   0.6732 / 0.4135 eV

=====

2.
Computed, not measured: one molecule with the formula C5H10O at a distorted geometry, with wB97M-V/def2-TZVPD.

Each line ends with the natural charge from an NBO analysis.
Geometry (Å):
C1 -0.534 1.361 -0.973  -0.60
C2 -0.476 0.164 -0.024  -0.25
C3 -1.448 -0.942 -0.422  -0.61
C4 0.929 -0.373 0.013  0.04
C5 1.941 0.171 0.928  -0.26
O1 1.242 -1.348 0.988  -0.53
H1 0.164 2.146 -0.659  0.21
H2 -1.541 1.789 -0.998  0.21
H3 -0.273 1.062 -1.996  0.20
H4 -0.709 0.508 0.993  0.21
H5 -2.480 -0.578 -0.403  0.21
H6 -1.369 -1.795 0.259  0.22
H7 -1.236 -1.298 -1.439  0.20
H8 1.294 -0.768 -0.938  0.19
H9 2.970 0.063 0.552  0.19
H10 1.453 -0.372 1.890  0.36

Forces on atoms 1 to 3 (eV/Å):
C 0.0 0.0 0.0
C -0.1 0.0 0.0
C -0.1 0.0 0.0

Values from the calculation:
HOMO level   -0.3604 hartree
Multiplicity   1
Electronic energy   -7390.84799 eV
LUMO level   1.0735 eV
Structure (SMILES)   CC(C)[C@H]1CO1

=====

3.
Computed, not measured: one molecule with the formula C5H10O, with wB97M-V/def2-TZVPD.

Each line ends with the natural charge from an NBO analysis.
Geometry (Å):
O1 -1.271 -0.310 0.937  -0.67
C1 -1.020 0.151 -0.469  0.01
C2 -0.421 -0.987 -1.171  -0.64
C3 0.730 -0.642 1.102  -0.16
C4 1.201 0.579 0.375  -0.48
C5 -0.034 1.283 -0.249  -0.41
H1 -1.424 -1.259 0.807  0.49
H2 -2.012 0.495 -0.789  0.21
H3 -1.125 -1.732 -1.555  0.19
H4 0.387 -0.782 -1.876  0.19
H5 1.097 -1.611 0.805  0.21
H6 0.524 -0.530 2.166  0.19
H7 1.729 1.259 1.056  0.22
H8 1.888 0.269 -0.416  0.22
H9 -0.452 2.006 0.457  0.21
H10 0.203 1.811 -1.181  0.22

Forces on atoms 1 to 3 (eV/Å):
O -0.6 0.2 -0.6
C -0.1 0.2 0.5
C -0.3 0.0 -0.3

Values from the calculation:
HOMO level (spin up / spin down)   -0.2752 / -0.2464 hartree
Multiplicity   1
Electronic energy   -7389.92251 eV
LUMO level (spin up / spin down)   0.7436 / 0.2372 eV

=====

4.
Computed, not measured: C5H10O as an isolated structure, with wB97M-V/def2-TZVPD.

Each line ends with the natural charge from an NBO analysis.
Geometry (Å):
C1 0.683 -1.244 -0.217  -0.40
C2 -0.363 -0.355 0.009  -0.08
C3 -1.393 -0.081 -1.062  -0.62
C4 -0.494 0.348 1.328  -0.48
C5 0.440 1.275 0.633  0.29
O1 1.698 1.238 0.774  -0.62
H1 0.682 -1.822 -1.140  0.23
H2 1.953 -0.468 -0.500  -0.02
H3 1.159 -1.737 0.628  0.22
H4 -1.767 0.948 -1.025  0.21
H5 -2.261 -0.740 -0.934  0.22
H6 -0.987 -0.253 -2.064  0.22
H7 -1.488 0.744 1.535  0.22
H8 -0.049 -0.161 2.183  0.23
H9 -0.003 2.011 -0.053  0.15
H10 2.190 0.296 -0.094  0.23

Forces on atoms 1 to 3 (eV/Å):
C -0.2 0.0 0.1
C 0.0 -0.2 -0.1
C 0.0 0.0 -0.1

Values from the calculation:
HOMO level   -0.3156 hartree
Multiplicity   1
Electronic energy   -7391.00761 eV
LUMO level   0.7865 eV

=====

5.
Computed, not measured: a 2-piece molecular cluster, C5H10O overall at a distorted geometry, with wB97M-V/def2-TZVPD.

Each line ends with the natural charge from an NBO analysis.
Geometry (Å):
C1 -1.425 -3.605 0.640  -0.42
C2 -0.751 -2.518 0.356  -0.16
C3 -1.338 -1.231 -0.253  -0.64
H1 -1.082 -4.528 1.077  0.21
H2 -2.487 -3.543 0.394  0.19
H3 0.326 -2.342 0.342  0.19
H4 -2.261 -1.428 -0.798  0.21
H5 -1.469 -0.451 0.495  0.22
H6 -0.561 -0.868 -0.926  0.21
C4 1.796 1.797 -1.079  -0.50
C5 1.568 2.558 -0.021  0.13
O1 0.242 2.780 0.325  -0.70
H7 2.788 1.655 -1.481  0.21
H8 0.962 1.348 -1.596  0.21
H9 2.213 3.072 0.678  0.17
H10 0.185 3.089 1.234  0.47

Forces on atoms 1 to 3 (eV/Å):
C -1.0 0.0 -0.1
C 0.6 2.0 -1.1
C 0.4 -1.0 0.2

Values from the calculation:
HOMO level   -0.3383 hartree
Multiplicity   1
Electronic energy   -7392.53912 eV
LUMO level   0.8214 eV
Structure (SMILES)   C=CC.C=CO

=====

6.
Computed, not measured: a 2-piece molecular cluster, C5H10O overall at a distorted geometry, with wB97M-V/def2-TZVPD.

Each line ends with the natural charge from an NBO analysis.
Geometry (Å):
C1 2.154 -0.486 0.035  -0.39
C2 0.871 -0.561 -0.205  -0.21
C3 0.126 0.522 0.329  -0.03
C4 -0.177 1.648 -0.278  -0.39
C5 -0.712 0.072 1.569  -0.65
H1 2.823 0.006 0.613  0.20
H2 2.790 -1.308 -0.173  0.17
H3 0.358 -1.254 -0.812  0.24
H4 -0.969 2.346 0.285  0.18
H5 0.225 2.206 -1.206  0.22
H6 -0.504 -0.942 1.994  0.22
H7 -1.693 0.045 1.202  0.21
H8 -0.885 0.812 2.350  0.22
O1 -1.261 -0.705 -1.752  -0.93
H9 -2.019 -1.203 -1.370  0.47
H10 -1.128 -1.197 -2.582  0.47

Forces on atoms 1 to 3 (eV/Å):
C 0.7 -3.7 -1.3
C 2.1 1.5 0.4
C -2.8 0.1 1.4

Values from the calculation:
HOMO level   -0.3278 hartree
Multiplicity   1
Electronic energy   -7391.23155 eV
LUMO level   0.5613 eV
Structure (SMILES)   C=CC(=C)C.O

=====

7.
Computed, not measured: a 2-piece molecular cluster, C5H10O overall at a distorted geometry, with wB97M-V/def2-TZVPD.

Each line ends with the natural charge from an NBO analysis.
Geometry (Å):
C1 0.325 0.153 1.351  -0.45
C2 0.690 -1.112 0.567  -0.42
C3 -0.163 -0.803 -0.635  -0.26
C4 -1.459 -0.153 -0.343  -0.47
C5 -0.479 0.757 0.246  -0.05
H1 1.190 0.757 1.641  0.23
H2 -0.300 -0.030 2.229  0.21
H3 1.759 -1.102 0.316  0.22
H4 0.449 -2.061 1.052  0.20
H5 -0.106 -1.451 -1.521  0.23
H6 -1.868 0.297 -1.259  0.21
H7 -2.193 -0.646 0.277  0.17
H8 -0.650 1.842 0.238  0.21
O1 1.314 1.304 -1.333  -0.95
H9 0.969 0.382 -1.531  0.48
H10 0.524 1.865 -1.296  0.46

Forces on atoms 1 to 3 (eV/Å):
C -0.1 -0.1 0.2
C -0.1 -0.2 0.2
C -0.3 -0.1 0.4

Values from the calculation:
HOMO level   -0.2948 hartree
Multiplicity   1
Electronic energy   -7390.68958 eV
LUMO level   0.7796 eV
Structure (SMILES)   C1C[C@H]2C[C@@H]12.O

=====

8.
Computed, not measured: a 2-piece molecular cluster, C5H10O overall at a distorted geometry, with wB97M-V/def2-TZVPD.

Each line ends with the natural charge from an NBO analysis.
Geometry (Å):
C1 0.233 -0.623 1.312  -0.40
C2 -0.056 -1.664 0.543  -0.20
C3 -1.353 -1.933 -0.110  -0.24
C4 -1.997 -0.995 -0.808  -0.15
C5 -3.121 -1.355 -1.776  -0.65
H1 1.286 -0.498 1.529  0.20
H2 -0.503 0.096 1.658  0.20
H3 0.720 -2.357 0.241  0.20
H4 -1.667 -2.961 -0.256  0.20
H5 -1.583 -0.004 -0.938  0.20
H6 -2.764 -2.001 -2.572  0.22
H7 -3.485 -0.452 -2.244  0.21
H8 -3.886 -1.928 -1.251  0.22
O1 5.236 4.888 0.748  -0.93
H9 4.901 4.615 1.608  0.46
H10 4.593 5.567 0.515  0.46

Forces on atoms 1 to 3 (eV/Å):
C 0.5 -0.3 -0.3
C -0.8 -0.1 -0.3
C 0.3 0.7 -0.3

Values from the calculation:
HOMO level   -0.3253 hartree
Multiplicity   1
Electronic energy   -7393.03476 eV
LUMO level   0.9732 eV
Structure (SMILES)   C=C/C=C/C.O

=====

9.
Computed, not measured: a 2-piece molecular cluster, C5H10O overall, with wB97M-V/def2-TZVPD.

Each line ends with the natural charge from an NBO analysis.
Geometry (Å):
C1 1.291 -0.978 0.302  -0.61
C2 0.322 0.186 0.422  -0.33
C3 0.613 1.509 -0.342  -0.40
C4 -0.828 1.520 -0.916  -0.53
C5 -0.976 0.096 -0.383  0.62
O1 -1.751 -0.798 -0.602  -0.52
H1 0.865 -1.883 0.746  0.23
H2 1.513 -1.192 -0.749  0.21
H3 2.236 -0.756 0.811  0.21
H4 0.082 0.385 1.476  0.23
H5 0.891 2.367 0.274  0.21
H6 1.371 1.371 -1.120  0.21
H7 -1.501 2.217 -0.404  0.24
H8 -0.954 1.637 -1.996  0.23
H9 -1.541 -3.096 1.509  -0.03
H10 -1.635 -2.586 0.973  0.02

Forces on atoms 1 to 3 (eV/Å):
C 0.0 -0.1 0.0
C 0.1 -0.1 0.1
C 0.2 0.1 0.0

Values from the calculation:
HOMO level   -0.3486 hartree
Multiplicity   1
Electronic energy   -7393.09738 eV
LUMO level   0.9508 eV
Structure (SMILES)   C[C@H]1CCC1=O.[H][H]

=====

10.
Computed, not measured: one molecule with the formula C5H10O at a distorted geometry, with wB97M-V/def2-TZVPD.

Each line ends with the natural charge from an NBO analysis.
Geometry (Å):
C1 -1.841 -0.804 0.051  -0.61
C2 -0.554 -0.651 -0.751  -0.42
C3 0.457 0.384 -0.245  0.20
C4 0.400 0.963 1.162  -0.64
C5 1.864 0.224 -0.617  -0.10
O1 1.033 1.144 -1.304  -0.48
H1 -2.453 0.104 0.011  0.21
H2 -1.636 -1.028 1.102  0.20
H3 -2.445 -1.627 -0.343  0.22
H4 -0.797 -0.380 -1.785  0.23
H5 -0.045 -1.622 -0.811  0.20
H6 -0.579 0.851 1.623  0.21
H7 1.126 0.429 1.800  0.21
H8 0.700 2.013 1.165  0.23
H9 2.155 -0.725 -1.065  0.17
H10 2.614 0.725 0.007  0.17

Forces on atoms 1 to 3 (eV/Å):
C -0.1 0.0 0.1
C 0.1 -0.1 0.0
C 0.7 -0.7 0.7

Values from the calculation:
HOMO level   -0.3673 hartree
Multiplicity   1
Electronic energy   -7393.13633 eV
LUMO level   1.0205 eV
Structure (SMILES)   CC[C@@]1(C)CO1